Below is a cluster of 2 separate species, C5H8Cl2F3N4O in total, with properties calculated with the ωB97M-V functional and the def2-TZVPD basis.

ORCA input file:
```
! RIJCOSX wB97M-V def2-TZVPD def2/J DEFGRID3
* xyz 1 1
N -2.2383 -1.5460 2.8072
C -1.7729 -1.0929 1.6513
N -2.3669 -1.2657 0.4510
C -1.5973 -0.6369 -0.3999
N -0.5320 -0.0734 0.1740
C 0.4995 0.7808 -0.3827
O 0.1175 2.1252 -0.4563
C -0.1004 2.7871 0.7195
F 0.0520 4.0871 0.5231
F 0.7549 2.3604 1.6772
F -1.3361 2.5345 1.1798
N -0.6433 -0.3973 1.5005
H -1.9444 -1.1521 3.6851
H -2.9343 -2.2742 2.8103
H -1.7784 -0.5541 -1.4636
H 1.4002 0.6542 0.2204
H 0.6770 0.4552 -1.4044
H 0.0373 -0.0820 2.1776
C 2.8917 -1.3730 -3.1166
Cl 1.7635 -2.5445 -2.4240
Cl 2.0748 0.1479 -3.5265
H 3.6555 -1.1603 -2.3792
H 3.3202 -1.7799 -4.0239
*
```

* E: -1709.35105 Ha
* HOMO level: -14.06 eV

=====

Below is a cluster of 2 separate species, C5H14NS in total at a distorted geometry, with properties calculated with the ωB97M-V functional and the def2-TZVPD basis.

ORCA input file:
```
! RIJCOSX wB97M-V def2-TZVPD def2/J DEFGRID3
* xyz 1 1
C 0.4017 1.9366 -1.1303
C 1.2227 1.0327 -0.1903
S 1.5035 -0.6296 -0.8881
C 2.4993 -1.3333 0.4705
H 0.3003 2.9417 -0.6633
H -0.5998 1.5417 -1.3369
H 0.9136 2.0674 -2.0871
H 0.7562 0.9206 0.8194
H 2.2114 1.4719 -0.0293
H 3.4244 -0.7580 0.5513
H 1.9379 -1.2734 1.4232
H 2.7490 -2.3647 0.2025
C -2.1471 -0.1000 1.2912
C -1.9859 -1.3006 -0.8566
N -1.4591 -0.7055 0.1454
H -1.8794 0.9902 1.3149
H -1.7691 -0.5797 2.1845
H -3.2380 -0.2553 1.1749
H -3.0704 -1.3999 -0.8914
H -1.3359 -1.6278 -1.6286
H -0.4353 -0.5750 0.1242
*
```

* E: -651.57379 Ha
* HOMO level: -12.73 eV
* relative energy (zero: lowest compared OMol25 entry of this formula, charge and spin): 101.70 kJ/mol

=====

Below is a structure of composition C12H22Cl9FMgN2NaO5P at a distorted geometry, with properties calculated with the ωB97M-V functional and the def2-TZVPD basis.

ORCA input file:
```
! RIJCOSX wB97M-V def2-TZVPD def2/J DEFGRID3
* xyz 0 1
C -3.3849 2.7307 0.3168
C -2.5119 2.1817 0.9318
C -1.5391 1.5794 1.8544
C -0.1418 1.7750 1.2516
C 0.8241 0.5891 1.5820
P 1.6563 0.1435 0.0147
Cl 2.5179 2.2112 -0.0509
C 3.3735 -0.4849 -0.1674
C 3.6371 -1.0072 -1.5891
C 3.4248 0.0452 -2.7113
N 2.2948 -0.3150 -3.5927
C 1.0131 -1.6888 0.1337
O 1.6170 -2.5624 0.7030
N -0.2566 -2.0493 -0.4395
C -0.1350 -3.3214 -0.9982
O 0.6807 -3.5784 -1.8395
F -0.9396 -4.3563 -0.5645
H -3.9174 3.2723 -0.4281
H -1.8125 0.5317 1.9709
H -1.5891 2.1373 2.7931
H -0.2785 1.8129 0.1688
H 0.2633 2.7177 1.5970
H 0.2281 -0.2356 1.9666
H 1.5348 0.9590 2.3178
H 0.9247 0.4110 -1.1494
H 4.1180 0.2786 -0.0008
H 3.6194 -1.3024 0.5006
H 4.7346 -1.2791 -1.5758
H 2.9979 -1.9189 -1.7555
H 3.3014 1.0569 -2.3245
H 4.3222 0.0747 -3.3569
H 1.4816 -0.5338 -3.0252
H 2.0215 0.5257 -4.0922
H -0.5925 -1.3866 -1.1314
O -0.4429 2.5435 4.6237
H -0.2337 2.1073 5.4577
C -6.7845 5.4794 -1.0678
Cl -6.4987 5.5319 0.6697
Cl -8.3599 4.7498 -1.3894
Cl -6.7483 7.1192 -1.7261
Cl -5.5214 4.5103 -1.8389
O 5.8818 -0.7670 1.0090
H 6.7707 -0.5431 1.3037
H 5.5421 -1.3322 1.7113
Mg 4.3395 -2.2234 -3.2694
Cl 6.6740 -3.1706 -1.9595
O -3.3337 -2.6319 -0.9803
H -2.8362 -3.2101 -0.3993
C -4.2226 -2.4188 2.4693
Cl -4.1936 -0.6690 2.5601
Cl -2.5884 -3.0731 2.2927
Cl -4.9930 -3.1075 3.9075
H -4.7997 -2.7045 1.5980
Na -1.1395 -5.2042 -2.2817
*
```

* E: -5901.11061 Ha
* HOMO level: -5.61 eV

=====

Below is a structure of composition C4H11NO3 at a distorted geometry, with properties calculated with the ωB97M-V functional and the def2-TZVPD basis.

ORCA input file:
```
! RIJCOSX wB97M-V def2-TZVPD def2/J DEFGRID3
* xyz 0 1
C 0.4111 0.0643 1.1937
C -0.4676 -0.0416 -1.0612
C -0.8403 -0.6609 1.0443
C -0.4104 1.4239 -1.4017
N 0.8060 -0.7386 -1.4797
O 0.2954 1.3112 1.6913
O 1.5435 -0.4407 0.9821
O -0.6828 -1.0253 2.8309
H 1.1558 1.5567 2.0612
H 1.4411 -0.7345 -0.5592
H -0.1248 -1.8130 2.8788
H -1.2824 -0.5497 -1.5793
H 0.6212 -1.7037 -1.7433
H 1.3264 -0.2942 -2.2435
H -0.8129 -1.6789 0.6964
H -1.7740 -0.1339 1.1268
H -1.3515 1.8974 -1.1196
H 0.3802 1.9365 -0.8468
H -0.2342 1.6252 -2.4711
*
```

* E: -439.34564 Ha
* HOMO level: -7.05 eV
* relative energy (zero: lowest compared OMol25 entry of this formula, charge and spin): 473.32 kJ/mol

=====

Number 1: E_LUMO -3.3 eV, molecular weight 268.05 g/mol, Kohn-Sham gap 10.718 eV. Number 2: E_LUMO -4.7 eV, molecular weight 120.24 g/mol, Kohn-Sham gap 8.045 eV. Number 3: E_LUMO -4.3 eV, molecular weight 690.66 g/mol, Kohn-Sham gap 1.348 eV. Number 4: E_LUMO 0.3 eV, molecular weight 121.14 g/mol, Kohn-Sham gap 7.396 eV.